Record 1
Below is a structure of composition C38H46ClF5MnOP4S in a non-equilibrium geometry, with properties calculated with ωB97M-V/def2-TZVPD.

- E (eV) = -147603.7332
- charge = +2
- multiplicity = 4
- gap between HOMO and LUMO (spin up / spin down) (eV) = 5.89 / 4.15
- max |F| (eV/Å) = 1.95
- HOMO energy (spin up / spin down) (eV) = -12.3 / -12.3
- LUMO energy (spin up / spin down) (eV) = -6.380 / -8.131

Cartesian coordinates (Å):
P1 0.325 2.097 -5.409
C1 1.265 3.595 -5.959
C2 2.239 3.599 -6.970
H1 2.585 2.663 -7.403
C3 2.757 4.811 -7.450
H2 3.478 4.797 -8.267
C4 2.348 6.020 -6.883
H3 2.738 6.962 -7.273
C5 1.446 6.020 -5.815
H4 1.144 6.963 -5.355
C6 0.925 4.815 -5.337
H5 0.236 4.812 -4.492
C7 1.263 0.793 -6.322
C8 2.430 0.297 -5.708
H6 2.664 0.588 -4.682
C9 3.300 -0.541 -6.408
H7 4.217 -0.891 -5.932
C10 3.000 -0.924 -7.720
H8 3.691 -1.557 -8.279
C11 1.812 -0.496 -8.312
H9 1.556 -0.801 -9.329
C12 0.934 0.338 -7.609
H10 0.002 0.651 -8.076
C13 -1.139 2.257 -6.536
C14 -1.207 3.138 -7.629
H11 -0.425 3.880 -7.786
C15 -2.270 3.064 -8.542
H12 -2.279 3.731 -9.405
C16 -3.299 2.140 -8.342
H13 -4.112 2.070 -9.067
C17 -3.284 1.316 -7.212
H14 -4.100 0.612 -7.045
C18 -2.225 1.388 -6.302
H15 -2.234 0.765 -5.406
Mn1 0.099 0.354 -0.572
C19 0.055 -1.631 -0.807
C20 0.082 -2.207 -2.038
H16 -0.021 -2.278 0.083
C21 0.277 -1.285 -3.231
O1 -0.844 -1.487 -4.144
H17 -0.633 -1.070 -4.992
C22 0.329 0.096 -2.720
H18 1.226 -1.534 -3.751
C23 0.279 1.334 -2.621
Cl1 0.175 2.463 0.249
P2 -2.294 0.246 -0.303
P3 2.326 0.131 0.197
C24 -3.054 1.243 1.013
H19 -2.576 2.227 1.044
H20 -2.901 0.749 1.981
H21 -4.127 1.344 0.804
C25 -3.114 0.807 -1.838
H22 -2.868 0.119 -2.661
H23 -2.754 1.815 -2.092
H24 -4.203 0.823 -1.673
C26 -3.034 -1.403 -0.049
H25 -2.796 -1.764 0.958
H26 -2.633 -2.109 -0.785
H27 -4.121 -1.327 -0.169
C27 2.804 0.684 1.857
H28 2.624 -0.111 2.587
H29 2.208 1.557 2.134
H30 3.868 0.948 1.855
C28 3.004 -1.560 0.120
H31 2.693 -2.038 -0.817
H32 2.597 -2.138 0.960
H33 4.100 -1.530 0.175
C29 3.424 1.109 -0.889
H34 3.170 2.173 -0.783
H35 3.279 0.812 -1.938
H36 4.469 0.934 -0.590
P4 -0.181 -4.011 -2.234
C30 0.030 -4.849 -0.670
C31 1.041 -4.583 -3.413
H37 -0.713 -4.512 0.062
H38 1.035 -4.682 -0.265
H39 -0.106 -5.925 -0.837
H40 1.076 -3.905 -4.276
H41 0.765 -5.593 -3.744
H42 2.027 -4.615 -2.931
C32 -1.854 -4.236 -2.836
H43 -2.555 -4.269 -1.992
H44 -1.902 -5.182 -3.390
H45 -2.107 -3.399 -3.501
H46 0.333 2.387 -2.883
F1 1.230 0.724 7.542
C33 0.851 0.427 6.287
C34 1.232 -0.784 5.712
F2 2.010 -1.647 6.400
C35 0.836 -1.081 4.418
F3 1.269 -2.225 3.832
C36 0.035 -0.199 3.648
S1 -0.417 -0.619 2.058
C37 -0.313 1.027 4.265
F4 -1.024 1.935 3.560
C38 0.088 1.341 5.558
F5 -0.241 2.531 6.100

Force components x, y, z for each atom (eV/Å):
-0.073 0.727 -1.813
0.379 0.330 0.375
-0.215 0.303 -0.006
-0.155 0.194 -0.010
-0.175 -0.172 0.356
-0.159 0.037 0.234
-0.072 -0.176 -0.029
-0.121 -0.286 0.160
0.019 -0.137 0.038
0.118 -0.297 -0.122
0.203 -0.205 -0.475
0.013 0.087 -0.209
0.081 -0.419 0.158
-0.103 -0.086 -0.318
0.046 0.080 -0.233
-0.166 -0.035 -0.032
-0.217 0.092 -0.144
-0.032 0.093 0.097
-0.201 0.183 0.184
-0.123 0.018 0.217
0.110 0.059 0.325
0.264 -0.009 0.090
0.245 0.040 0.046
-0.511 0.019 0.122
-0.126 -0.297 -0.062
-0.109 -0.250 -0.006
0.114 -0.097 0.424
-0.048 -0.199 0.273
0.183 0.020 0.028
0.231 0.010 0.281
0.089 0.067 0.024
0.205 0.226 -0.017
0.177 0.261 -0.457
0.018 0.022 -0.167
-0.273 0.971 1.003
-0.053 -0.699 -0.919
-0.106 -0.026 1.205
-0.033 0.185 -0.431
-0.657 -1.179 -0.725
0.941 0.168 0.695
0.075 0.073 -0.051
-0.142 1.747 0.643
-0.365 0.299 0.121
0.277 -1.787 -0.175
-0.019 -0.309 -0.290
-0.674 0.035 -0.542
0.924 -0.212 -0.325
0.106 0.080 0.038
-0.147 -0.136 0.006
-0.097 0.174 -0.278
0.239 -0.019 0.081
0.093 0.021 0.052
-0.065 0.230 0.223
-0.186 -0.275 0.024
0.347 0.040 -0.151
0.089 -0.074 -0.004
-0.115 0.019 -0.173
-0.149 0.169 0.116
0.213 -0.052 0.095
-0.205 0.135 0.217
0.098 0.100 -0.165
0.133 -0.009 -0.035
-0.203 -0.088 0.015
0.011 -0.029 -0.104
0.192 0.116 0.211
0.136 0.079 -0.159
-0.269 -0.073 0.077
-0.125 -0.010 -0.080
0.102 -0.287 -0.039
0.088 0.095 0.288
-0.309 0.106 -0.129
0.290 1.657 -0.185
0.064 -0.195 0.213
-0.030 -0.353 -0.105
0.104 -0.050 -0.189
-0.179 -0.001 -0.136
0.007 0.183 0.042
-0.079 -0.225 0.175
0.201 0.223 -0.031
-0.251 0.022 -0.124
-0.123 -0.286 -0.211
0.183 0.000 -0.201
-0.161 0.167 0.123
0.109 -0.261 0.143
-0.126 -0.485 0.819
-0.437 -0.376 -1.566
0.245 0.456 1.216
0.670 -1.139 0.049
-0.776 0.860 -0.608
0.391 -0.694 -0.242
-0.366 1.011 0.768
0.193 0.167 -0.090
0.220 -0.204 0.484
-0.392 0.879 -0.272
0.666 -0.922 0.790
-0.481 0.965 -0.069
0.303 -1.174 -0.458

Atomic partial charges in e from the Löwdin method, atoms 1 to 5:
1. P 1.11
2. C -0.38
3. C -0.08
4. H 0.10
5. C -0.06

Record 2
Below is a cluster of 2 separate species, C3H5OP in total in a non-equilibrium geometry, with properties calculated with ωB97M-V/def2-TZVPD.

- E (eV) = -14524.7256
- energy above the lowest of the compared OMol25 structures with the same formula, charge and spin (kJ/mol) = 222.1
- gap between HOMO and LUMO (eV) = 6.95
- max |F| (eV/Å) = 4.74
- HOMO energy (eV) = -7.9
- LUMO energy (eV) = -0.914

Cartesian coordinates (Å):
C1 -0.215 0.106 0.744
C2 0.607 -0.210 -0.494
C3 -0.687 -0.888 -0.249
O1 1.453 -3.178 0.537
P1 0.017 -3.284 0.444
H1 0.198 -0.013 1.747
H2 -0.702 1.025 0.849
H3 0.609 0.475 -1.447
H4 1.496 -0.719 -0.452
H5 -1.650 -0.905 -0.777

Force components x, y, z for each atom (eV/Å):
0.990 -0.196 0.082
-2.641 2.766 -2.793
0.669 -3.585 1.558
1.655 0.193 0.090
-2.511 2.389 -0.788
0.179 -1.176 -0.262
-0.986 1.506 -0.702
-0.036 -0.823 2.156
1.912 -1.441 0.545
0.769 0.367 0.115

Atomic partial charges in e from the Löwdin method, atoms 1 to 5:
1. C -0.21
2. C -0.22
3. C -0.27
4. O -0.56
5. P 0.88

Record 3
Below is a structure of composition C17H23N6NiS in a non-equilibrium geometry, with properties calculated with ωB97M-V/def2-TZVPD.

- E (eV) = -78817.4665
- charge = +1
- multiplicity = 3
- gap between HOMO and LUMO (spin up / spin down) (eV) = 7.46 / 7.34
- max |F| (eV/Å) = 2.15
- HOMO energy (spin up / spin down) (eV) = -10.7 / -10.8
- LUMO energy (spin up / spin down) (eV) = -3.249 / -3.426

Cartesian coordinates (Å):
Ni1 0.254 0.367 -0.961
N1 -0.658 3.499 1.809
C1 -0.565 2.332 1.157
S1 -0.920 2.342 -0.551
N2 -0.253 1.234 1.772
N3 -0.057 0.149 1.042
C2 -0.588 -1.000 1.335
C3 -1.609 -1.179 2.372
C4 -2.769 -1.887 2.057
C5 -3.800 -1.964 2.971
C6 -3.670 -1.366 4.214
C7 -2.510 -0.684 4.542
C8 -1.485 -0.576 3.621
C9 -0.175 -2.119 0.488
C10 -0.175 -3.434 0.950
C11 0.281 -4.435 0.113
C12 0.700 -4.094 -1.164
C13 0.662 -2.763 -1.547
N4 0.243 -1.789 -0.749
H1 -1.052 4.286 1.324
H2 -0.646 3.512 2.816
H3 -2.871 -2.340 1.081
H4 -4.709 -2.483 2.710
H5 -4.474 -1.433 4.929
H6 -2.405 -0.225 5.513
H7 -0.581 -0.041 3.863
H8 -0.508 -3.649 1.952
H9 0.312 -5.459 0.452
H10 1.052 -4.846 -1.850
H11 0.985 -2.471 -2.537
N5 0.191 0.746 -3.104
C14 0.598 2.007 -3.755
C15 2.026 2.431 -3.401
C16 2.173 2.911 -1.949
C17 2.992 2.002 -1.038
N6 2.392 0.664 -0.911
H12 0.682 -0.020 -3.567
H13 -0.805 0.615 -3.294
H14 -0.094 2.791 -3.440
H15 0.517 1.907 -4.846
H16 2.287 3.254 -4.066
H17 2.718 1.612 -3.617
H18 1.178 3.013 -1.508
H19 2.639 3.896 -1.929
H20 3.036 2.456 -0.046
H21 4.016 1.918 -1.422
H22 2.788 0.194 -0.099
H23 2.660 0.117 -1.730

Force components x, y, z for each atom (eV/Å):
0.444 0.601 0.077
0.013 0.198 0.381
-0.073 -0.663 -1.040
-0.218 -0.012 -0.248
-0.220 0.873 1.955
-0.040 -1.330 -1.334
0.027 1.220 0.551
-0.047 -0.084 0.315
0.170 0.143 0.005
-0.095 -0.049 0.009
0.002 -0.001 0.014
-0.009 -0.008 0.020
0.111 -0.134 0.019
0.109 -0.283 -0.321
0.026 0.310 -0.117
0.027 0.177 -0.211
-0.027 0.032 0.083
0.136 -0.298 -0.183
0.006 0.238 0.087
0.003 -0.036 0.035
0.039 -0.054 -0.027
-0.050 -0.081 -0.104
-0.089 -0.077 0.000
-0.131 -0.012 0.104
-0.005 0.032 0.102
-0.010 0.060 0.033
-0.054 0.030 0.077
-0.006 -0.102 0.010
0.051 -0.047 -0.120
0.016 0.004 -0.085
-0.232 -0.667 0.205
0.442 0.436 -0.239
-0.354 0.047 0.218
0.054 -0.167 0.130
0.029 0.641 -0.207
-0.417 -0.663 -0.221
-0.231 0.098 -0.029
0.255 -0.145 -0.058
0.012 -0.094 0.009
-0.088 -0.014 0.216
0.054 -0.124 -0.127
0.101 -0.041 -0.142
0.257 0.167 -0.050
0.037 0.037 0.001
0.006 -0.123 -0.033
-0.061 0.001 0.146
-0.107 -0.028 -0.186
0.138 -0.007 0.277

Atomic partial charges in e from the Löwdin method, atoms 1 to 5:
1. Ni 0.45
2. N 0.10
3. C -0.81
4. S 0.68
5. N -0.01

Record 4
Below is a structure of composition C12H28BCsO6S3 in a non-equilibrium geometry, with properties calculated with ωB97M-V/def2-TZVPD.

- E (eV) = -58910.4863
- energy above the lowest of the compared OMol25 structures with the same formula, charge and spin (kJ/mol) = 0.0
- gap between HOMO and LUMO (eV) = 8.09
- max |F| (eV/Å) = 1.35
- HOMO energy (eV) = -9.3
- LUMO energy (eV) = -1.212

Cartesian coordinates (Å):
Cs1 -12.164 -12.406 -6.797
B1 -9.322 -14.068 -5.873
H1 -9.552 -13.324 -6.792
H2 -9.370 -15.218 -6.269
H3 -8.180 -13.882 -5.491
H4 -9.996 -13.981 -4.873
C1 -6.040 -12.960 -7.382
C2 -6.830 -11.697 -7.760
C3 -6.731 -11.687 -9.280
S1 -7.200 -13.343 -9.746
O1 -6.431 -13.756 -10.888
O2 -8.634 -13.460 -9.789
C4 -6.643 -14.089 -8.211
H5 -6.002 -13.187 -6.319
H6 -5.004 -12.765 -7.689
H7 -6.558 -10.778 -7.243
H8 -7.870 -11.876 -7.455
H9 -5.666 -11.621 -9.523
H10 -7.261 -10.920 -9.837
H11 -5.938 -14.904 -8.368
H12 -7.540 -14.487 -7.732
C5 -5.801 -15.979 -4.174
C6 -4.747 -16.015 -5.300
C7 -4.601 -17.449 -5.801
S2 -5.885 -18.466 -5.069
O3 -5.352 -19.275 -4.000
O4 -6.602 -19.104 -6.141
C8 -6.806 -17.127 -4.346
H13 -6.389 -15.069 -4.066
H14 -5.245 -16.078 -3.239
H15 -3.814 -15.622 -4.901
H16 -5.057 -15.361 -6.115
H17 -3.652 -17.936 -5.572
H18 -4.692 -17.514 -6.884
H19 -7.328 -17.271 -3.403
H20 -7.582 -16.828 -5.056
C9 -8.802 -11.131 -1.217
C10 -8.771 -10.704 -2.684
C11 -7.877 -11.712 -3.387
S3 -6.475 -11.877 -2.266
O5 -5.424 -10.963 -2.631
O6 -6.221 -13.281 -2.068
C12 -7.333 -11.183 -0.826
H21 -9.274 -12.111 -1.133
H22 -9.302 -10.413 -0.568
H23 -8.228 -9.755 -2.760
H24 -9.726 -10.598 -3.193
H25 -7.528 -11.435 -4.381
H26 -8.263 -12.726 -3.498
H27 -6.922 -10.174 -0.770
H28 -6.989 -11.735 0.045

Force components x, y, z for each atom (eV/Å):
0.416 -0.351 0.063
0.727 -0.728 0.328
-0.278 0.508 -0.271
-0.186 -0.060 -0.152
0.163 0.159 -0.090
-0.709 0.393 0.169
0.539 0.737 -0.182
-1.082 -0.549 0.479
0.673 0.453 0.269
0.195 -0.080 0.096
0.136 -0.111 -0.060
-0.390 0.201 -0.083
0.106 -0.359 0.461
-0.353 -0.022 0.037
0.006 -0.269 0.021
0.536 0.009 -0.268
0.012 0.026 -0.132
-0.089 0.064 -0.273
-0.294 -0.156 0.026
-0.060 0.041 -0.382
-0.011 0.065 0.015
0.111 -0.362 0.476
-0.434 0.422 0.164
0.538 -0.089 -0.336
-0.339 -0.204 0.348
0.270 0.048 -0.069
-0.203 -0.072 0.012
-0.278 1.277 -0.335
0.331 0.253 -0.338
-0.270 -0.210 0.134
0.088 -0.018 -0.155
0.033 -0.078 -0.086
-0.036 0.124 0.331
-0.305 -0.078 0.025
0.264 -0.874 0.023
0.165 -0.079 -0.220
0.014 0.024 0.208
0.514 0.088 -0.420
0.398 -0.512 -0.171
-0.737 0.094 -0.029
0.272 -0.093 -0.117
0.311 -0.007 0.069
0.820 0.075 -0.396
-0.044 0.025 0.146
-0.245 -0.087 -0.089
-0.365 0.194 0.054
-0.157 -0.070 0.237
0.123 0.250 0.109
-0.377 0.121 0.173
-0.097 0.038 0.126
-0.424 -0.173 0.056

Atomic partial charges in e from the Löwdin method, atoms 1 to 5:
1. Cs 0.95
2. B -0.54
3. H -0.14
4. H -0.03
5. H -0.05